[1]
The following is a DFT calculation (the ωB97M-V functional and the def2-TZVPD basis) of a cluster of 8 separate species, C36H44N4O20 in total in a non-equilibrium geometry.

Summary:
DFT total energy: -3121.98608 hartree
total charge: 0
energy above the lowest of the compared OMol25 structures with the same formula, charge and spin: 0.0 kcal per mole
HOMO energy: -9.236 eV
LUMO level: -1.8807 eV
orbital gap: 7.4 eV
structure (SMILES): O=C1C=C(O)C(=O)C=C1O.O=C1C=C(O)C(=O)C=C1O.O=C1C=C(O)C(=O)C=C1O.O=C1C=C(O)C(=O)C=C1O.CN(C)C=O.CN(C)C=O.CN(C)C=O.CN(C)C=O

Last column: Mulliken charge in e.
Atoms and positions in Å:
C  2.1357  -1.0522  0.5050  -0.2919
O  2.7778  -0.1834  1.0438  -0.8157
N  0.8430  -0.9165  0.1482  0.9844
C  0.1926  -2.0229  -0.5788  -0.9718
C  0.1497  0.3496  0.1690  -0.7500
H  2.5311  -2.0454  0.2514  0.4709
H  -0.8496  -1.8077  -0.7965  -0.1815
H  0.0853  -2.8630  0.1141  0.4194
H  0.7386  -2.2784  -1.4850  0.4483
H  0.7627  1.0553  0.7246  0.3119
H  -0.1082  0.7353  -0.8177  0.1928
H  -0.7825  0.2504  0.7363  0.1069
C  -4.2053  3.2837  0.6577  0.4982
O  -5.2169  3.7207  1.1738  -0.6253
N  -3.1874  4.0638  0.2247  0.1563
C  -3.2159  5.4775  0.3382  -1.0186
C  -1.9644  3.4909  -0.2960  -0.5939
H  -4.0222  2.2073  0.5317  0.0296
H  -2.8639  5.9507  -0.5854  0.3045
H  -2.5763  5.8843  1.1290  0.3368
H  -4.2316  5.8340  0.4947  0.3549
H  -1.1182  3.4798  0.3937  0.2834
H  -2.1595  2.4513  -0.5901  -0.1646
H  -1.7226  3.9434  -1.2613  0.4162
C  -4.2321  -0.6449  -0.4712  -0.1102
O  -3.7419  0.1611  -1.2395  -0.6016
N  -4.1765  -1.9952  -0.5967  0.4619
C  -5.2032  -2.8085  0.0456  -1.1350
C  -3.4030  -2.6380  -1.6057  -0.4581
H  -4.7924  -0.3516  0.4337  0.4421
H  -6.1477  -2.7073  -0.5001  0.3767
H  -5.3853  -2.5556  1.0893  0.3038
H  -4.9423  -3.8647  -0.0138  0.3885
H  -2.5775  -2.0469  -2.0011  -0.3307
H  -2.8762  -3.5141  -1.2071  0.4132
H  -3.9718  -3.0056  -2.4659  0.3669
C  -0.5429  0.1267  5.5517  0.1799
O  -1.3687  0.5606  6.3043  -0.5729
N  -0.6334  0.0800  4.1966  0.2389
C  0.4519  -0.3920  3.3925  -0.8359
C  -1.7352  0.6940  3.5138  -0.9312
H  0.4292  -0.2846  5.8874  0.3420
H  0.2138  -1.1823  2.6786  -0.0087
H  1.2621  -0.8738  3.9498  0.3659
H  0.9160  0.4466  2.8710  0.3674
H  -2.3855  1.1465  4.2611  0.3677
H  -1.4110  1.4711  2.8185  0.2904
H  -2.3261  -0.0511  2.9681  0.1768
C  0.7436  -0.5916  -4.0703  -0.6135
C  -0.5668  -0.5274  -4.2753  0.2555
C  -1.2567  -1.2062  -5.4231  0.5737
O  -2.4549  -1.1572  -5.5489  -0.5981
C  -0.3685  -1.9149  -6.3611  -0.9632
C  0.9245  -2.0909  -6.0837  0.3124
C  1.5877  -1.4877  -4.8810  0.5934
O  2.7757  -1.6259  -4.6810  -0.6230
O  1.7465  -2.7164  -6.9339  -0.5596
O  -1.3056  0.3207  -3.5498  -0.1598
H  1.2595  -0.1102  -3.2478  0.7881
H  -0.7938  -2.1857  -7.3181  0.4444
H  2.6474  -2.6113  -6.5760  0.3551
H  -2.2483  0.2508  -3.7845  0.2151
C  -3.1875  -3.4419  3.1066  -0.7399
C  -1.9595  -3.7737  3.4901  0.1983
C  -1.6016  -3.7588  4.9472  0.9442
O  -0.5377  -4.1791  5.3373  -0.6285
C  -2.6429  -3.2962  5.8778  -0.8979
C  -3.8912  -3.0527  5.4936  0.2254
C  -4.2506  -3.0598  4.0425  1.1918
O  -5.3307  -2.6637  3.6578  -0.6728
O  -4.8283  -2.6048  6.3314  -0.5720
O  -0.9684  -4.0877  2.6648  -0.5561
H  -3.4470  -3.3102  2.0615  0.3187
H  -2.3959  -3.2622  6.9310  0.4235
H  -5.6041  -2.3878  5.7821  0.3577
H  -0.1832  -4.3315  3.1853  0.3749
C  2.6476  4.3379  -3.1991  -1.2392
C  2.5988  5.5411  -3.7737  0.5122
C  1.3445  6.0453  -4.4773  0.8821
O  1.3811  7.1688  -4.9164  -0.6112
C  0.2357  5.1104  -4.5832  -0.6869
C  0.2599  3.9747  -3.8904  0.4028
C  1.4495  3.5411  -3.0328  0.6598
O  1.3323  2.5780  -2.3126  -0.3059
O  -0.7446  3.1008  -3.9281  -0.5318
O  3.6280  6.3661  -3.8001  -0.5579
H  3.5765  3.9648  -2.7806  0.4390
H  -0.4963  5.2967  -5.3591  0.4478
H  -0.3698  2.2758  -3.5569  0.1454
H  3.3821  7.1199  -4.3712  0.3655
C  7.4143  -2.2963  0.6370  -1.0240
C  8.6002  -1.8671  1.0744  0.3282
C  8.7431  -0.6875  2.0258  0.9868
O  9.8468  -0.4706  2.4867  -0.6330
C  7.5234  0.0106  2.3924  -0.8380
C  6.3304  -0.4256  1.9399  0.4982
C  6.1802  -1.6912  1.1134  0.8026
O  5.0603  -2.0992  0.8953  -0.5204
O  5.2066  0.1689  2.2901  -0.4752
O  9.7594  -2.4332  0.7404  -0.5591
H  7.3730  -3.1159  -0.0708  0.4249
H  7.6067  0.9865  2.8541  0.4092
H  4.4357  -0.3622  1.9865  0.3281
H  10.4206  -2.0531  1.3559  0.3631

***

[2]
The following is a DFT calculation (the ωB97M-V functional and the def2-TZVPD basis) of a structure of composition C36H44N7O2S2Sr in a non-equilibrium geometry.

Summary:
DFT total energy: -2759.00353 hartree
total charge: -1
energy above the lowest of the compared OMol25 structures with the same formula, charge and spin: 32.0 kcal per mole
HOMO energy: -4.003 eV
LUMO level: 2.0266 eV
orbital gap: 6.0 eV

Last column: Mulliken charge in e.
Atoms and positions in Å:
Sr  -0.1175  -1.0533  -0.2160  1.1723
C  1.7192  5.1117  1.3348  -1.0440
C  0.4545  4.5455  1.9475  -0.7807
N  -0.5342  4.1635  0.8758  0.2941
C  -1.4327  5.2301  0.3908  -0.7193
C  -2.8774  5.0631  0.8122  -0.9763
C  -0.6750  2.9239  0.3691  0.0942
S  0.5657  1.7493  0.7871  -0.1090
N  -1.7188  2.6931  -0.4507  -0.1118
C  -2.3311  1.6136  -0.8837  -0.3400
O  -2.0805  0.4143  -0.6498  -0.7273
C  -3.5595  1.8188  -1.7333  0.6422
C  -3.9295  3.0261  -2.3946  -0.2674
C  -5.0128  2.9549  -3.2627  -0.6343
C  -5.8130  1.8273  -3.3856  -0.3236
C  -5.5432  0.7151  -2.6469  -0.6385
C  -4.4260  0.6564  -1.8323  -0.5429
H  2.4611  5.3162  2.0865  0.4242
H  1.4737  6.0284  0.7390  0.2962
H  2.1726  4.3735  0.6422  0.2188
H  -0.0646  5.3292  2.4595  0.5507
H  0.6146  3.6565  2.5740  0.1815
H  -1.2728  5.2249  -0.7018  0.3933
H  -0.8791  6.1720  0.6882  0.5579
H  -3.4312  4.5590  -0.0237  0.0864
H  -3.3655  6.0287  0.9396  0.3902
H  -3.0209  4.4944  1.7245  0.2852
H  -3.3208  3.8927  -2.1844  0.4491
H  -5.2793  3.7345  -3.9452  0.3657
H  -6.6670  1.8730  -4.0904  0.3148
H  -6.1214  -0.1722  -2.7125  0.4164
H  -4.2237  -0.2242  -1.2420  0.4504
N  -1.7038  3.1515  8.2695  -0.6054
C  -1.3514  2.3980  7.4377  0.0214
C  -1.0955  1.4444  6.4503  0.5960
C  -0.8790  1.9703  5.1905  -0.3802
C  -0.8253  1.1109  4.1306  0.2058
C  -1.0919  -0.3060  4.3737  -0.0914
C  -1.1253  -0.8368  5.7162  -0.8021
C  -1.0611  0.1029  6.7602  -0.6157
C  -1.2394  -1.1543  3.2828  -0.3814
C  -1.2256  -1.9449  2.3391  0.5705
H  -0.7476  3.0574  5.1694  0.4300
H  -0.5701  1.4581  3.1163  -0.0362
H  -1.3577  -1.8817  5.8009  0.4960
H  -1.1200  -0.1714  7.8045  0.4346
C  -1.9522  -4.1516  1.3818  -1.3797
C  -1.1367  -4.2014  0.1422  -0.4490
O  -1.5213  -3.0963  -0.7361  0.0220
C  -2.6624  -3.4324  -1.6366  -0.6471
C  -2.2576  -2.6766  -2.9316  -0.7592
H  -1.7512  -4.9200  2.1740  0.3734
H  -3.0443  -4.0864  1.2183  0.3163
H  -1.7579  -3.0337  1.9187  -0.0520
H  -1.2259  -5.1497  -0.4056  0.3928
H  -0.1148  -4.0646  0.4715  0.2374
H  -3.5747  -3.0793  -1.1723  0.3047
H  -2.7966  -4.4813  -1.7806  0.4440
H  -2.3805  -1.6213  -2.8479  0.1209
H  -2.8641  -2.9881  -3.7984  0.4314
H  -1.1973  -2.9490  -3.1560  0.0758
C  5.0603  0.6038  -4.2290  -1.3867
C  5.0345  -0.9373  -4.4949  0.8704
C  5.6358  -1.6489  -3.2784  -1.5248
C  3.6394  -1.4351  -4.9658  -1.1958
N  2.4787  -1.0206  -4.0922  0.6082
C  1.7315  -1.6821  -3.2202  -0.3416
N  0.7454  -0.8766  -2.7708  0.3433
N  0.9481  0.2565  -3.4417  -0.3628
N  2.0192  0.2482  -4.1904  -0.5542
H  6.1444  0.8693  -4.1455  0.4440
H  4.5710  0.8300  -3.2542  0.2717
H  4.5878  1.1367  -5.0559  0.3608
H  5.7426  -1.1513  -5.3416  0.2407
H  5.0830  -1.3695  -2.3405  0.2607
H  6.6307  -1.3554  -3.0858  0.4621
H  5.6463  -2.7479  -3.2142  0.3431
H  3.6044  -2.5059  -5.1208  0.3823
H  3.5324  -0.9411  -5.9580  0.3780
H  1.8198  -2.7271  -2.9984  0.3794
S  2.8834  -1.1871  0.0675  -0.3433
C  3.0202  -2.4841  1.1621  0.4120
C  2.3419  -2.5577  2.4067  -0.1969
C  2.5816  -3.5766  3.3127  -0.6873
C  3.5317  -4.4952  3.0087  -0.4471
C  4.1750  -4.4654  1.7438  -0.5091
C  3.8612  -3.5552  0.7987  -0.6788
H  1.5732  -1.8323  2.5621  0.4131
H  2.1106  -3.5946  4.2821  0.4290
H  3.8685  -5.2194  3.7609  0.3021
H  4.9682  -5.1785  1.5908  0.3329
H  4.2962  -3.6063  -0.1959  0.3529